{
  "formula": "C34H76BrN2P",
  "method": "ωB97M-V/def2-TZVPD",
  "elements": ["Br", "C", "C", "C", "C", "P", "C", "C", "C", "C", "C", "C", "C", "C", "C", "C", "C", "C", "H", "H", "H", "H", "H", "H", "H", "H", "H", "H", "H", "H", "H", "H", "H", "H", "H", "H", "H", "H", "H", "H", "H", "H", "H", "H", "H", "H", "H", "H", "H", "H", "H", "H", "H", "H", "C", "C", "C", "C", "N", "C", "C", "C", "C", "C", "H", "H", "H", "H", "H", "H", "H", "H", "H", "H", "H", "H", "H", "H", "H", "H", "H", "H", "H", "H", "C", "C", "C", "C", "N", "C", "C", "C", "C", "C", "H", "H", "H", "H", "H", "H", "H", "H", "H", "H", "H", "H", "H", "H", "H", "H", "H", "H", "H", "H"],
  "positions_angstrom": [[3.7241, -18.7943, 3.3157], [-1.1220, -20.3948, 0.4214], [-0.4590, -20.1901, 1.7903], [-0.9319, -18.9628, 2.5597], [-0.2760, -19.0258, 3.9641], [-0.0362, -17.4371, 4.7636], [0.9026, -17.8815, 6.2663], [0.8302, -16.8814, 7.4269], [2.1513, -16.7619, 8.1971], [2.7466, -18.1357, 8.5736], [0.8459, -16.2556, 3.7973], [1.2796, -14.9780, 4.5460], [2.2841, -14.2013, 3.6971], [3.7257, -14.6824, 3.8614], [-1.6988, -16.7634, 5.0450], [-2.4490, -17.3565, 6.2634], [-3.7571, -16.5769, 6.5629], [-4.4710, -17.1830, 7.7652], [-0.4984, -20.9337, -0.2904], [-1.3488, -19.4382, -0.0583], [-2.0847, -20.8996, 0.5105], [0.6249, -20.1918, 1.6442], [-0.6679, -21.0827, 2.3905], [-2.0213, -18.9156, 2.5560], [-0.6084, -18.0353, 2.0802], [0.7393, -19.4172, 3.8449], [-0.8363, -19.6125, 4.6943], [1.9206, -17.9787, 5.8683], [0.6571, -18.8441, 6.7146], [0.0644, -17.1450, 8.1611], [0.5181, -15.8666, 7.1617], [2.0281, -16.2459, 9.1505], [2.9019, -16.1861, 7.6459], [1.9583, -18.6691, 9.1104], [3.6055, -18.0330, 9.2350], [3.0583, -18.7053, 7.6956], [0.3676, -16.0619, 2.8322], [1.7245, -16.7972, 3.4215], [1.8295, -15.3116, 5.4306], [0.4355, -14.3835, 4.8906], [2.2207, -13.1365, 3.9316], [2.0500, -14.2475, 2.6305], [3.9299, -15.5588, 3.2409], [4.0714, -14.8271, 4.8854], [4.4219, -13.9553, 3.4291], [-2.2764, -17.0186, 4.1509], [-1.7871, -15.6759, 5.1059], [-1.8220, -17.3565, 7.1524], [-2.6845, -18.3899, 5.9901], [-4.4185, -16.5483, 5.6982], [-3.3865, -15.5762, 6.7978], [-4.7824, -18.2010, 7.5292], [-5.3750, -16.6135, 7.9753], [-3.7919, -17.1726, 8.6163], [6.8718, -25.2612, 5.1886], [5.8460, -24.4009, 5.8984], [4.6160, -24.0680, 5.0276], [4.8998, -23.3411, 3.7292], [3.7168, -23.1597, 2.8089], [3.1800, -24.4913, 2.2977], [2.4753, -24.1587, 0.9671], [3.2232, -22.9176, 0.4539], [4.1610, -22.4260, 1.5590], [2.6903, -22.3370, 3.5093], [7.7732, -25.4347, 5.7695], [7.1205, -24.8655, 4.2004], [6.4601, -26.2380, 4.9112], [6.2850, -23.4449, 6.2046], [5.4151, -24.8670, 6.7828], [3.8591, -23.5659, 5.6399], [4.0902, -25.0194, 4.8595], [5.6217, -23.9216, 3.1595], [5.2255, -22.3281, 3.9706], [2.5951, -24.8970, 3.1175], [4.0830, -25.0843, 2.1563], [1.4226, -24.0053, 1.1928], [2.5781, -24.9953, 0.2833], [2.6016, -22.1260, 0.0477], [3.9400, -23.2115, -0.3150], [4.1115, -21.3489, 1.7289], [5.2060, -22.6860, 1.4056], [3.1699, -21.4595, 3.9349], [2.2143, -22.8687, 4.3339], [1.9375, -22.1599, 2.7428], [8.9528, -22.4915, 2.3209], [8.0895, -21.2450, 2.4434], [8.2517, -20.6572, 3.8221], [7.4315, -19.3630, 3.9892], [7.4131, -18.8024, 5.3766], [6.6205, -19.7199, 6.2952], [6.2728, -18.8366, 7.4685], [5.8794, -17.5335, 6.7898], [6.5611, -17.5530, 5.4221], [8.7991, -18.6049, 5.9106], [8.7314, -23.2980, 3.0243], [10.0153, -22.2799, 2.4899], [9.0354, -22.9452, 1.3292], [7.0662, -21.3423, 2.0707], [8.4505, -20.5023, 1.7164], [9.3070, -20.5244, 4.0648], [7.9343, -21.4234, 4.5454], [6.4102, -19.5724, 3.6979], [7.9282, -18.6286, 3.3557], [7.2402, -20.5904, 6.5008], [5.7091, -20.0079, 5.7676], [7.1204, -18.7247, 8.1500], [5.5145, -19.3159, 8.0882], [6.0955, -16.6605, 7.4019], [4.7956, -17.5567, 6.6540], [7.1935, -16.6786, 5.2680], [5.8377, -17.6010, 4.6081], [9.3821, -18.1360, 5.1175], [9.2242, -19.5750, 6.1342], [8.7358, -17.8748, 6.7111]],
  "lowdin_charge": [-0.1633, -0.0950, -0.2804, -0.2263, -0.2756, 0.9908, -0.2523, -0.2572, -0.2441, -0.1119, -0.2918, -0.2186, -0.2458, -0.1101, -0.2507, -0.2429, -0.2552, -0.1010, 0.0662, 0.0775, 0.0773, 0.0928, 0.1076, 0.1193, 0.1052, 0.0494, 0.1042, 0.0630, 0.1099, 0.1061, 0.1040, 0.1148, 0.0955, 0.0850, 0.0747, 0.0514, 0.1122, 0.0235, 0.0855, 0.1118, 0.1117, 0.1136, 0.0412, 0.0666, 0.0775, 0.0989, 0.1013, 0.0862, 0.1112, 0.1147, 0.1104, 0.0777, 0.0787, 0.0758, -0.0910, -0.2334, -0.1934, -0.1303, -0.2741, -0.0671, -0.1149, -0.1227, -0.1019, -0.0078, 0.0832, 0.0479, 0.0876, 0.0977, 0.1160, 0.1122, 0.1201, 0.1205, 0.1315, 0.1321, 0.1406, 0.1139, 0.1222, 0.1166, 0.1219, 0.0806, 0.1198, 0.0192, 0.1072, 0.0997, -0.0994, -0.2561, -0.2006, -0.1309, -0.2639, -0.1056, -0.1529, -0.1366, -0.1065, 0.0454, 0.0612, 0.0847, 0.0806, 0.0929, 0.1238, 0.1186, 0.1075, 0.0441, 0.1490, 0.1273, 0.1212, 0.1204, 0.1135, 0.1265, 0.0891, 0.1409, 0.0385, 0.1191, 0.1100, 0.1138],
  "charge": 2,
  "gap_ha": 0.336,
  "relative_energy_kj_mol": 71.1,
  "fmax_ha_per_bohr": 0.0313
}